Density functional theory data (wB97M-V/def2-TZVPD) for a structure of composition C43H59GeN7SeTi at a distorted geometry.

**Charge**: +3
**Multiplicity**: 2
**<S²>**: 0.772
**Calculated total energy**: -7384.2089 Eh
**HOMO energy (alpha / beta)**: -15.6 / -15.9 eV
**LUMO level (alpha / beta)**: -9.20 / -10.06 eV
**Energy above the lowest of the compared OMol25 structures with the same formula, charge and spin**: 23.5 kcal/mol

Structure (XYZ):
```
112
Properties=species:S:1:pos:R:3:mulliken_charge:R:1
Ti -0.41 -0.15 0.03 -0.61
C 3.33 -2.85 5.25 -1.68
C 2.38 -2.09 4.37 -0.05
C 1.08 -1.80 4.79 -1.11
C 0.20 -1.16 3.95 0.15
C 0.58 -0.73 2.67 -0.05
N -0.41 -0.15 1.83 1.68
C -1.50 0.62 2.36 -0.33
C -1.22 1.55 3.37 -0.19
C -2.22 2.30 3.94 -0.95
C -3.54 2.20 3.49 0.25
C -4.64 3.04 4.08 -1.60
C -3.81 1.33 2.44 -0.47
C -2.81 0.54 1.88 0.03
N -3.20 -0.30 0.78 0.14
C -4.40 -0.88 0.58 -0.24
C -4.44 -1.36 -0.72 -1.37
C -3.21 -1.03 -1.26 -0.51
N -2.45 -0.37 -0.37 0.81
C 1.89 -1.00 2.24 0.28
C 2.75 -1.70 3.10 -0.71
N 2.42 -0.63 0.96 0.17
C 3.73 -0.57 0.62 -0.21
C 3.81 -0.38 -0.75 -1.55
C 2.50 -0.32 -1.18 -0.54
N 1.66 -0.47 -0.15 0.86
H 3.20 -2.56 6.30 0.43
H 4.37 -2.67 4.98 0.41
H 3.15 -3.92 5.18 0.30
H 0.75 -2.10 5.77 0.49
H -0.81 -0.97 4.28 0.56
H -0.20 1.65 3.72 0.62
H -1.98 2.99 4.74 0.45
H -4.33 3.48 5.03 0.40
H -5.54 2.45 4.25 0.40
H -4.90 3.85 3.40 0.33
H -4.81 1.29 2.03 0.66
H -5.13 -0.91 1.36 0.64
H -5.25 -1.88 -1.19 0.56
H -2.82 -1.23 -2.25 0.62
H 3.74 -1.96 2.75 0.28
H 4.50 -0.65 1.36 0.66
H 4.71 -0.29 -1.33 0.61
H 2.12 -0.16 -2.18 0.57
C -4.57 2.54 -4.48 -1.14
C -4.09 3.30 -3.25 -0.53
C -2.59 3.56 -3.23 -0.12
C -1.79 2.26 -3.21 -0.92
N -0.35 2.51 -3.14 0.48
C 0.40 2.62 -2.03 -0.39
Se -0.22 2.35 -0.26 -0.23
N 1.63 3.03 -2.36 1.33
C 2.72 3.41 -1.44 -1.12
C 2.86 4.92 -1.34 -0.73
C 1.64 5.60 -0.71 0.28
C 1.87 7.09 -0.48 -1.50
C 1.69 3.21 -3.74 0.40
C 2.73 3.61 -4.58 -1.04
C 2.44 3.67 -5.92 -0.83
C 1.16 3.35 -6.43 -0.77
C 0.14 2.95 -5.60 -0.80
C 0.43 2.88 -4.24 1.05
H -5.66 2.51 -4.52 0.40
H -4.22 1.51 -4.50 0.25
H -4.23 3.03 -5.40 0.30
H -4.38 2.76 -2.34 0.24
H -4.60 4.26 -3.19 0.39
H -2.31 4.14 -2.34 0.23
H -2.30 4.15 -4.10 0.42
H -1.96 1.66 -4.11 0.49
H -2.06 1.66 -2.34 -0.42
H 3.63 2.93 -1.81 0.49
H 2.48 2.98 -0.47 0.21
H 3.04 5.35 -2.33 0.41
H 3.76 5.13 -0.75 0.49
H 1.41 5.11 0.25 0.10
H 0.77 5.46 -1.35 0.07
H 2.70 7.26 0.20 0.36
H 0.98 7.56 -0.05 0.40
H 2.09 7.60 -1.42 0.35
H 3.71 3.87 -4.20 0.50
H 3.20 3.98 -6.62 0.46
H 0.99 3.42 -7.49 0.46
H -0.84 2.71 -5.99 0.48
C -0.16 -6.69 3.03 -1.71
C -0.22 -5.21 2.66 0.57
C -1.44 -4.88 1.82 -1.24
C -1.54 -3.38 1.48 0.42
Ge -0.44 -3.09 -0.11 0.85
C 1.38 -3.72 -0.29 -0.37
C 1.34 -5.19 -0.76 -0.66
C 2.75 -5.76 -0.93 -0.81
C 3.51 -5.91 0.38 -0.97
H 0.73 -6.91 3.63 0.39
H -0.12 -7.32 2.14 0.35
H -1.03 -6.99 3.62 0.44
H 0.70 -4.93 2.13 -0.17
H -0.24 -4.59 3.57 0.32
H -2.35 -5.16 2.36 0.54
H -1.46 -5.50 0.91 0.40
H -1.21 -2.78 2.33 -0.18
H -2.55 -3.08 1.21 0.30
H -1.27 -3.33 -1.38 0.03
H 1.89 -3.61 0.67 -0.03
H 1.92 -3.11 -1.02 0.59
H 0.79 -5.26 -1.70 0.49
H 0.80 -5.80 -0.03 0.21
H 3.31 -5.14 -1.63 0.35
H 2.65 -6.74 -1.41 0.39
H 3.70 -4.94 0.85 0.16
H 4.47 -6.39 0.23 0.41
H 2.94 -6.52 1.09 0.24
```

---

Density functional theory data (wB97M-V/def2-TZVPD) for a structure of composition C5H12Na.

**Charge**: +1
**Calculated total energy**: -359.7930 Eh
**HOMO energy**: -14.9 eV
**LUMO level**: -4.96 eV
**Energy above the lowest of the compared OMol25 structures with the same formula, charge and spin**: 0.0 kcal/mol

Structure (XYZ):
```
18
Properties=species:S:1:pos:R:3:mulliken_charge:R:1
C -1.56 -1.70 1.17 -1.35
C 1.58 2.03 -0.24 -1.35
C -0.80 -1.06 0.01 -0.31
C 0.78 0.81 -0.70 -0.31
C 0.01 0.16 0.45 -0.29
H -0.86 -2.02 1.95 0.33
H -2.27 -0.97 1.60 0.33
H -2.14 -2.58 0.82 0.36
H 0.91 2.79 0.18 0.33
H 2.31 1.74 0.53 0.33
H 2.13 2.48 -1.09 0.36
H -0.11 -1.81 -0.43 0.21
H -1.51 -0.75 -0.78 0.21
H 1.47 0.06 -1.14 0.21
H 0.07 1.12 -1.48 0.21
H -0.68 0.91 0.89 0.38
H 0.72 -0.14 1.24 0.38
Na -0.06 -1.08 -2.99 0.94
```

---

Density functional theory data (wB97M-V/def2-TZVPD) for a cluster of 7 separate species, C14H42O7 in total at a distorted geometry.

**Calculated total energy**: -1085.1105 Eh
**HOMO energy**: -10.1 eV
**SMILES**: CCO.CCO.CCO.CCO.CCO.CCO.CCO
**LUMO level**: 0.31 eV
**Energy above the lowest of the compared OMol25 structures with the same formula, charge and spin**: 94.9 kcal/mol

Structure (XYZ):
```
63
Properties=species:S:1:pos:R:3:mulliken_charge:R:1
C 0.23 -0.56 -0.37 -0.88
C -0.93 0.21 -0.87 -0.22
O -0.75 1.53 -0.48 -0.50
H 0.21 -1.59 -0.73 0.32
H 0.23 -0.65 0.71 0.26
H 1.14 -0.19 -0.84 0.25
H -1.77 -0.16 -0.28 0.18
H -1.18 0.11 -1.93 0.29
H -0.53 2.00 -1.29 0.30
C -0.69 0.57 -6.62 -0.86
C 0.04 1.90 -6.41 -0.25
O -0.74 2.91 -5.65 -0.52
H 0.00 -0.06 -7.19 0.30
H -1.61 0.74 -7.18 0.26
H -0.94 0.02 -5.72 0.23
H 0.35 2.34 -7.36 0.30
H 0.98 1.74 -5.88 0.24
H -0.84 3.69 -6.19 0.30
C -5.98 6.78 -0.33 -0.94
C -4.75 5.89 -0.03 -0.19
O -4.88 4.48 -0.18 -0.52
H -6.50 6.44 -1.22 0.30
H -5.58 7.79 -0.37 0.30
H -6.60 6.75 0.57 0.25
H -4.45 6.21 0.97 0.22
H -3.92 6.21 -0.66 0.27
H -4.02 4.09 -0.37 0.30
C -2.11 -5.87 -1.87 -0.99
C -2.74 -6.68 -0.73 -0.18
O -1.98 -7.87 -0.64 -0.52
H -1.04 -5.74 -1.73 0.26
H -2.62 -4.97 -2.21 0.34
H -2.26 -6.60 -2.67 0.26
H -3.78 -6.99 -0.82 0.28
H -2.66 -6.12 0.20 0.27
H -2.23 -8.39 0.13 0.29
C -1.55 3.82 4.99 -1.00
C -1.79 3.53 6.46 -0.18
O -2.40 4.64 7.00 -0.51
H -2.16 4.52 4.41 0.32
H -1.46 2.87 4.47 0.30
H -0.53 4.20 5.02 0.25
H -0.85 3.27 6.95 0.26
H -2.61 2.80 6.50 0.27
H -2.62 4.40 7.91 0.30
C 5.84 -3.68 -1.59 -0.99
C 5.77 -5.11 -2.25 -0.19
O 6.33 -5.01 -3.55 -0.50
H 5.34 -3.56 -0.62 0.31
H 5.27 -2.99 -2.21 0.31
H 6.84 -3.36 -1.31 0.27
H 4.70 -5.33 -2.23 0.23
H 6.46 -5.85 -1.85 0.27
H 5.87 -4.33 -4.05 0.29
C 3.49 -0.63 5.33 -1.08
C 4.46 -0.45 4.18 -0.12
O 5.80 -0.53 4.64 -0.52
H 3.75 -1.44 6.01 0.32
H 2.46 -0.66 4.97 0.33
H 3.57 0.28 5.93 0.27
H 4.20 0.46 3.64 0.28
H 4.35 -1.36 3.59 0.23
H 6.34 -0.47 3.85 0.30
```

---

Density functional theory data (wB97M-V/def2-TZVPD) for an isolated molecule of C17H25N3O3.

**Calculated total energy**: -1052.8328 Eh
**HOMO energy**: -8.4 eV
**SMILES**: CCOC(=O)N1CCC(NCCNC(=O)c2ccccc2)CC1
**LUMO level**: 0.60 eV
**Energy above the lowest of the compared OMol25 structures with the same formula, charge and spin**: 29.4 kcal/mol

Structure (XYZ):
```
48
Properties=species:S:1:pos:R:3:mulliken_charge:R:1
C -6.61 -1.16 0.04 -1.12
C -5.40 -1.53 -0.81 -0.30
O -4.36 -0.57 -0.67 -0.38
C -3.57 -0.71 0.43 0.81
O -3.69 -1.62 1.22 -0.67
N -2.68 0.29 0.55 0.12
C -2.41 1.27 -0.48 -0.95
C -1.12 0.92 -1.22 -0.61
C 0.05 0.83 -0.23 0.09
N 0.30 2.15 0.34 -0.25
C 1.20 3.01 -0.40 -0.75
C 2.67 2.91 0.02 -0.89
N 3.24 1.60 -0.22 -0.11
C 3.24 0.63 0.73 0.45
O 2.83 0.82 1.86 -0.64
C 3.78 -0.68 0.28 0.35
C 3.26 -1.84 0.86 -0.49
C 3.71 -3.08 0.47 -0.68
C 4.71 -3.19 -0.48 -0.37
C 5.26 -2.05 -1.04 -0.69
C 4.80 -0.80 -0.67 -0.17
C -0.30 -0.16 0.89 -0.58
C -1.63 0.20 1.54 -1.25
H -6.34 -1.19 1.09 0.31
H -7.41 -1.88 -0.14 0.38
H -6.96 -0.17 -0.21 0.29
H -5.65 -1.52 -1.87 0.33
H -5.03 -2.51 -0.52 0.33
H -2.28 2.24 0.01 0.36
H -3.26 1.31 -1.16 0.46
H -0.92 1.68 -1.97 0.39
H -1.24 -0.04 -1.72 0.36
H 0.93 0.44 -0.77 0.10
H 0.64 2.06 1.29 0.36
H 1.10 2.79 -1.47 0.32
H 0.88 4.05 -0.24 0.38
H 3.27 3.66 -0.51 0.44
H 2.75 3.09 1.10 0.38
H 3.47 1.36 -1.17 0.29
H 2.49 -1.73 1.61 0.41
H 3.29 -3.97 0.91 0.39
H 5.07 -4.16 -0.78 0.39
H 6.05 -2.13 -1.77 0.40
H 5.25 0.09 -1.09 0.47
H -0.37 -1.16 0.46 0.42
H 0.49 -0.16 1.64 0.29
H -1.55 1.17 2.05 0.32
H -1.92 -0.56 2.27 0.51
```

---

Density functional theory data (wB97M-V/def2-TZVPD) for a structure of composition C17H28NO5PtSi2Te at a distorted geometry.

**Charge**: -1
**Calculated total energy**: -2062.0579 Eh
**HOMO energy**: -5.0 eV
**LUMO level**: 2.51 eV
**Energy above the lowest of the compared OMol25 structures with the same formula, charge and spin**: 11.0 kcal/mol

Structure (XYZ):
```
55
Properties=species:S:1:pos:R:3:mulliken_charge:R:1
Pt 0.19 0.47 -0.27 1.03
O 2.52 -1.21 3.62 -0.77
C 2.16 -0.80 2.51 -0.05
O 2.37 0.31 1.97 -0.53
C 1.43 -1.87 1.66 0.63
C 1.57 -3.21 2.04 -0.77
C 0.97 -4.21 1.30 -0.37
C 0.19 -3.86 0.21 -0.46
C 0.07 -2.52 -0.11 0.53
N 0.70 -1.56 0.58 0.09
C -0.87 -2.12 -1.28 0.02
O -1.50 -3.02 -1.81 -0.75
O -0.87 -0.88 -1.61 -0.85
H 2.17 -3.40 2.92 0.52
H 1.09 -5.25 1.59 0.41
H -0.34 -4.58 -0.40 0.49
C 3.04 0.73 -4.30 -1.06
Si 1.96 2.13 -3.69 0.13
C 2.15 3.58 -4.87 -1.10
C 0.19 1.60 -3.73 -0.46
C 2.61 2.74 -2.03 -0.96
Te 2.40 1.73 -0.16 -0.18
C 3.83 0.22 -0.69 -0.23
Si 5.46 0.19 0.25 0.16
C 6.16 1.92 0.35 -1.06
C 6.64 -0.85 -0.76 -1.08
C 5.28 -0.52 1.94 -0.87
H 2.83 0.54 -5.36 0.35
H 2.84 -0.19 -3.75 0.33
H 4.10 0.97 -4.20 0.32
H 1.84 3.30 -5.87 0.29
H 3.18 3.93 -4.92 0.29
H 1.52 4.42 -4.55 0.30
H -0.05 1.23 -4.73 0.45
H -0.47 2.44 -3.51 0.23
H -0.04 0.80 -3.02 -0.12
H 2.20 3.73 -1.83 0.53
H 3.70 2.83 -2.10 0.59
H 4.02 0.36 -1.75 -0.01
H 3.30 -0.73 -0.57 0.29
H 6.36 2.34 -0.64 0.32
H 7.11 1.90 0.90 0.34
H 5.48 2.59 0.88 0.35
H 6.77 -0.44 -1.76 0.29
H 6.27 -1.87 -0.87 0.31
H 7.63 -0.90 -0.29 0.32
H 4.53 0.02 2.52 0.23
H 6.23 -0.48 2.49 0.44
H 4.95 -1.57 1.91 0.24
C -2.08 2.04 -0.70 -1.43
C -0.56 2.19 -0.61 0.86
O -0.04 3.29 -0.65 -0.63
H -2.51 2.99 -1.04 0.33
H -2.48 1.81 0.29 0.38
H -2.35 1.23 -1.37 0.36
```

---

Density functional theory data (wB97M-V/def2-TZVPD) for a structure of composition C14H17F3N2Pd at a distorted geometry.

**Charge**: +2
**Multiplicity**: 5
**<S²>**: 6.048
**Calculated total energy**: -1079.7974 Eh
**HOMO energy (alpha / beta)**: -14.3 / -17.6 eV
**LUMO level (alpha / beta)**: -8.66 / -12.39 eV

Structure (XYZ):
```
37
Properties=species:S:1:pos:R:3:mulliken_charge:R:1
C -0.63 0.88 3.47 -0.59
C -0.62 -0.60 3.53 -0.48
H 0.29 1.32 3.84 0.31
H -1.48 1.30 3.98 0.40
H -0.69 1.23 2.41 -0.01
H -0.32 -0.97 2.50 0.10
H 0.03 -1.03 4.28 0.33
H -1.59 -1.04 3.74 0.38
C 0.27 2.67 -0.46 -0.05
C 0.55 3.49 -1.56 -0.73
C 0.77 2.87 -2.81 -0.57
C 0.67 1.49 -2.95 -0.80
H 0.06 3.08 0.54 0.52
H 0.60 4.58 -1.38 0.44
H 1.06 3.48 -3.67 0.47
H 0.89 0.91 -3.82 0.50
N 0.23 1.34 -0.66 0.21
C 0.33 0.71 -1.85 0.78
C 0.23 -0.75 -1.87 0.78
N 0.05 -1.40 -0.70 0.14
C -0.13 -2.71 -0.53 -0.03
C 0.26 -2.93 -2.89 -0.59
C -0.03 -3.54 -1.65 -0.70
H -0.42 -3.11 0.46 0.50
H -0.20 -4.62 -1.47 0.44
C 0.39 -1.55 -3.00 -0.75
H 0.66 -0.99 -3.88 0.52
H 0.37 -3.55 -3.78 0.47
Pd -0.25 -0.04 0.74 -0.08
C -2.27 -0.02 0.99 -0.98
H -2.63 -1.04 0.83 0.28
H -2.62 0.64 0.19 0.26
H -2.55 0.34 1.98 0.49
F 2.01 -0.22 2.62 -0.17
C 1.80 -0.09 1.27 0.74
F 2.50 1.02 0.87 -0.25
F 2.40 -1.17 0.67 -0.26
```